# 1
The following is a quantum chemistry calculation of 2 unconnected molecules or ions with the total composition C10H15BBrClF5I2NO6P2, from OMol25.

Last column: Löwdin charge in e.
Geometry (Å):
O (-1.85, 2.78, 2.82)  -0.079
C (-0.72, 2.03, 2.64)  -0.120
C (0.65, 2.83, 2.25)  -0.172
C (1.48, 2.27, 0.97)  -0.330
C (2.27, 0.85, 1.17)  -0.581
Br (3.26, 0.81, 2.90)  0.776
C (1.33, -0.50, 0.86)  -0.176
C (2.25, -1.83, 1.02)  -0.156
F (1.88, -2.98, 0.11)  0.004
F (3.72, -1.62, 0.72)  -0.030
C (2.23, -2.53, 2.52)  -0.154
F (1.39, -1.85, 3.52)  0.011
F (1.72, -3.95, 2.43)  0.029
F (3.64, -2.67, 3.03)  0.017
C (0.53, -0.37, -0.60)  -0.654
I (1.88, -0.60, -2.34)  1.093
C (-0.74, -1.46, -0.63)  -0.072
B (-0.75, -2.45, -1.93)  -0.631
O (-1.81, -2.18, -2.97)  -0.012
O (0.11, -3.62, -2.19)  -0.280
N (-0.18, 0.98, -0.67)  -0.421
P (-1.08, 1.29, -2.18)  0.759
P (-3.24, 1.21, -1.68)  0.550
O (-3.94, -0.10, -2.25)  -0.387
O (-4.14, 2.57, -2.37)  -0.271
O (-3.54, 1.27, 0.04)  -0.273
C (0.70, 2.18, -0.45)  -0.646
I (-0.61, 3.94, -0.88)  0.923
H (-0.85, 0.88, 2.84)  0.135
H (0.33, 3.96, 2.02)  0.108
H (1.28, 2.92, 3.26)  0.122
H (2.36, 3.08, 0.80)  0.172
H (3.10, 0.83, 0.31)  0.113
H (0.44, -0.41, 1.65)  0.149
H (-0.56, -2.15, 0.33)  0.143
H (-1.78, -0.96, -0.47)  0.104
H (-1.31, -2.33, -3.84)  0.121
H (0.72, -3.44, -2.95)  0.018
H (-0.91, 0.95, 0.10)  0.127
H (-0.93, 0.26, -3.17)  -0.031
H (-5.14, 2.40, -2.23)  0.109
H (-4.47, 0.96, 0.27)  0.104
H (1.53, 2.26, -1.30)  0.103
Cl (-0.24, -5.51, -3.46)  -0.311

The gap between HOMO and LUMO comes out at 3.033 eV. For the HOMO energy, the calculation gives -5.4 eV. For the largest force on an atom, the calculation gives 8.586 eV/Å. Its LUMO energy is -2.41 eV.

---

# 2
The following is a quantum chemistry calculation of 14 unconnected molecules or ions with the total composition C30H87N11O22, from OMol25.

Last column: Löwdin charge in e.
Geometry (Å):
C (7.59, 9.07, 13.30)  -0.012
C (7.26, 10.58, 13.06)  -0.438
C (6.69, 10.79, 11.69)  -0.148
C (6.02, 12.16, 11.56)  -0.174
C (5.00, 12.47, 12.63)  -0.126
C (5.58, 12.35, 14.07)  -0.404
N (6.38, 11.06, 14.18)  -0.100
O (7.06, 10.94, 15.34)  -0.045
C (6.45, 13.62, 14.32)  -0.018
C (4.37, 12.29, 15.06)  -0.017
C (8.72, 11.23, 12.98)  -0.028
H (7.84, 8.52, 12.39)  0.090
H (6.66, 8.63, 13.65)  0.072
H (8.35, 8.87, 14.05)  0.080
H (7.49, 10.77, 10.95)  0.107
H (5.98, 9.98, 11.54)  0.103
H (5.62, 12.40, 10.57)  0.103
H (6.80, 12.92, 11.64)  0.098
H (4.10, 11.88, 12.42)  0.108
H (4.72, 13.52, 12.55)  0.119
H (5.95, 14.59, 14.24)  0.093
H (6.90, 13.74, 15.31)  0.048
H (7.34, 13.66, 13.69)  0.062
H (3.70, 11.48, 14.76)  0.062
H (4.66, 12.29, 16.11)  0.073
H (3.69, 13.11, 14.86)  0.055
H (9.35, 10.60, 12.36)  0.085
H (9.17, 11.09, 13.97)  0.052
H (8.90, 12.27, 12.70)  0.056
H (6.62, 10.21, 15.78)  0.110
C (6.93, 12.14, 19.00)  -0.231
C (6.78, 13.63, 18.84)  -0.240
O (6.73, 14.38, 20.05)  -0.053
O (8.25, 11.72, 18.84)  -0.077
H (6.44, 11.67, 18.14)  0.110
H (6.56, 11.79, 19.97)  0.129
H (5.85, 13.77, 18.29)  0.088
H (7.58, 13.94, 18.17)  0.110
H (5.99, 14.07, 20.58)  0.083
H (8.82, 11.57, 19.59)  0.103
C (5.94, 15.15, 8.10)  -0.234
C (6.25, 16.66, 8.10)  -0.235
O (6.04, 17.19, 6.79)  -0.059
O (4.56, 14.92, 7.71)  -0.059
H (6.05, 14.84, 9.13)  0.103
H (6.77, 14.57, 7.69)  0.100
H (7.25, 16.80, 8.51)  0.096
H (5.62, 17.17, 8.83)  0.118
H (5.27, 17.77, 6.79)  0.085
H (4.43, 15.07, 6.77)  0.080
C (4.03, 8.31, 15.14)  -0.219
C (2.53, 8.42, 15.61)  -0.177
O (1.67, 9.17, 14.65)  -0.093
O (4.09, 7.29, 14.18)  -0.074
H (4.69, 7.82, 15.85)  0.120
H (4.29, 9.36, 15.01)  0.094
H (2.70, 8.90, 16.57)  0.105
H (2.05, 7.46, 15.80)  0.114
H (0.85, 9.44, 15.08)  0.069
H (3.96, 7.68, 13.31)  0.063
C (-0.38, 13.31, 13.30)  -0.303
C (0.71, 13.15, 14.20)  -0.255
O (0.25, 13.63, 15.45)  -0.071
O (-1.58, 12.65, 13.60)  -0.027
H (0.04, 12.96, 12.35)  0.122
H (-0.53, 14.35, 12.99)  0.135
H (1.61, 13.73, 13.99)  0.125
H (1.00, 12.11, 14.33)  0.116
H (-0.71, 13.55, 15.49)  0.080
H (-2.28, 13.06, 13.08)  0.097
C (6.08, 9.62, 8.20)  -0.205
C (6.89, 10.89, 7.77)  -0.230
O (6.47, 11.40, 6.53)  -0.051
O (4.77, 9.70, 7.66)  -0.081
H (5.98, 9.57, 9.29)  0.085
H (6.51, 8.66, 7.94)  0.117
H (7.93, 10.57, 7.68)  0.104
H (6.83, 11.72, 8.47)  0.102
H (6.08, 12.23, 6.81)  0.072
H (4.75, 9.43, 6.74)  0.090
C (3.17, 8.90, 10.71)  -0.240
C (1.65, 8.42, 10.69)  -0.137
O (1.59, 7.22, 9.77)  -0.100
O (3.91, 7.84, 11.23)  -0.061
H (3.18, 9.84, 11.27)  0.105
H (3.51, 9.09, 9.69)  0.094
H (1.00, 9.14, 10.20)  0.103
H (1.28, 8.24, 11.70)  0.105
H (1.75, 7.66, 8.93)  0.060
H (4.40, 7.43, 10.51)  0.102
C (8.12, 4.46, 14.88)  -0.220
C (6.90, 5.10, 14.16)  -0.214
O (6.26, 5.85, 15.20)  -0.092
O (9.17, 5.38, 15.26)  -0.084
H (8.44, 3.68, 14.20)  0.105
H (7.93, 3.97, 15.84)  0.117
H (6.28, 4.25, 13.88)  0.109
H (7.11, 5.71, 13.28)  0.112
H (5.43, 6.23, 14.89)  0.022
H (8.74, 5.97, 15.90)  0.053
C (11.38, 12.68, 9.26)  -0.172
C (9.92, 12.61, 8.90)  -0.249
O (9.37, 13.89, 8.60)  -0.083
O (11.44, 13.02, 10.68)  -0.101
H (11.67, 13.62, 8.77)  0.112
H (11.90, 11.80, 8.88)  0.128
H (9.38, 12.11, 9.70)  0.117
H (9.74, 12.06, 7.97)  0.108
H (10.05, 14.32, 8.08)  0.088
H (10.75, 13.63, 10.94)  0.014
C (3.53, 16.10, 16.54)  -0.725
O (3.33, 16.84, 15.54)  -0.028
N (2.86, 15.00, 16.85)  0.177
N (4.59, 16.26, 17.27)  0.164
H (2.12, 14.59, 16.31)  0.081
H (3.08, 14.62, 17.76)  0.104
H (4.76, 15.61, 18.02)  0.079
H (5.27, 16.99, 17.13)  0.125
C (9.53, 14.34, 16.26)  -0.742
O (8.98, 15.27, 15.72)  0.027
N (9.14, 13.06, 16.29)  0.185
N (10.72, 14.47, 16.81)  0.179
H (8.35, 12.89, 15.69)  0.064
H (9.42, 12.36, 16.97)  0.081
H (11.13, 13.73, 17.36)  0.117
H (11.09, 15.41, 16.87)  0.125
C (9.81, 8.99, 17.47)  -0.692
O (9.02, 8.01, 17.63)  -0.030
N (11.07, 9.17, 17.78)  0.173
N (9.47, 9.90, 16.58)  0.158
H (11.58, 8.37, 18.13)  0.120
H (11.56, 10.02, 17.56)  0.087
H (10.17, 10.59, 16.34)  0.043
H (8.54, 9.89, 16.19)  0.073
C (11.92, 11.84, 14.57)  -0.719
O (11.87, 11.34, 15.69)  -0.014
N (11.49, 12.99, 14.14)  0.214
N (12.47, 11.11, 13.57)  0.166
H (10.79, 13.34, 14.78)  0.070
H (11.60, 13.26, 13.17)  0.091
H (13.14, 10.44, 13.91)  0.111
H (12.48, 11.57, 12.67)  0.084
C (8.99, 15.57, 12.05)  -0.764
O (9.83, 14.67, 12.13)  0.002
N (8.57, 16.26, 13.06)  0.213
N (8.78, 16.06, 10.90)  0.190
H (8.85, 16.02, 14.00)  0.072
H (7.85, 16.95, 12.87)  0.122
H (8.80, 15.27, 10.27)  0.093
H (8.24, 16.92, 10.84)  0.115

The gap between HOMO and LUMO comes out at 8.716 eV. For the HOMO energy, the calculation gives -8.5 eV. For the largest force on an atom, the calculation gives 5.314 eV/Å. Its LUMO energy is 0.20 eV.

---

# 3
The following is a quantum chemistry calculation of C4H8O2 in the gas phase, from OMol25.

Last column: Löwdin charge in e.
Geometry (Å):
C (0.25, -1.01, 1.42)  -0.053
C (-0.35, -0.31, 0.21)  -0.472
O (-1.32, 0.66, 0.59)  -0.043
C (0.69, 0.47, -0.58)  -0.118
C (0.12, 1.12, -1.82)  -0.250
O (0.81, 1.61, -2.69)  0.046
H (-0.53, -1.53, 1.99)  0.079
H (1.00, -1.75, 1.12)  0.084
H (0.72, -0.28, 2.08)  0.087
H (-0.81, -1.06, -0.45)  0.145
H (-2.04, 0.20, 1.04)  0.098
H (1.53, -0.17, -0.88)  0.132
H (1.11, 1.26, 0.06)  0.138
H (-0.98, 1.14, -1.89)  0.127

The gap between HOMO and LUMO comes out at 10.428 eV. For the HOMO energy, the calculation gives -9.7 eV. For the energy above the lowest of the compared OMol25 structures with the same formula, charge and spin, the calculation gives 102.06 kJ/mol. For the largest force on an atom, the calculation gives 0.488 eV/Å. The SMILES is C[C@@H](O)CC=O. Its LUMO energy is 0.76 eV.

---

# 4
The following is a quantum chemistry calculation of a molecular structure, C25H39CrN6OP2S, from OMol25.

Last column: Löwdin charge in e.
Geometry (Å):
Cr (-0.75, -1.06, 0.05)  0.177
N (3.88, -2.73, -1.87)  0.192
C (2.84, -1.99, -1.62)  -0.070
S (-0.86, -3.53, -0.33)  0.653
N (1.79, -1.53, -1.55)  0.138
N (0.63, -0.97, -1.43)  -0.039
C (0.35, 0.07, -2.30)  -0.161
C (1.39, 0.64, -3.18)  -0.201
C (1.88, -0.07, -4.27)  -0.034
C (2.86, 0.47, -5.08)  -0.060
C (3.37, 1.74, -4.81)  -0.060
C (2.89, 2.46, -3.72)  -0.058
C (1.90, 1.91, -2.91)  -0.026
C (-0.98, 0.45, -2.27)  -0.211
C (-1.56, 1.38, -3.17)  0.008
C (-2.90, 1.56, -3.19)  -0.043
C (-3.70, 0.78, -2.30)  -0.033
C (-3.10, -0.06, -1.42)  -0.129
N (-1.75, -0.21, -1.32)  -0.062
H (4.80, -2.47, -1.54)  0.133
H (3.83, -3.44, -2.59)  0.141
H (1.46, -1.05, -4.51)  0.122
H (3.22, -0.08, -5.94)  0.113
H (4.13, 2.16, -5.45)  0.115
H (3.27, 3.45, -3.52)  0.113
H (1.52, 2.47, -2.07)  0.115
H (-0.91, 1.91, -3.86)  0.126
H (-3.37, 2.24, -3.88)  0.118
H (-4.78, 0.86, -2.31)  0.117
H (-3.68, -0.65, -0.72)  0.091
C (-4.00, -0.39, 1.95)  -0.235
P (-2.27, -0.94, 1.96)  0.832
C (-1.53, 0.11, 3.26)  -0.220
C (-2.37, -2.59, 2.77)  -0.380
C (-1.00, -3.26, 2.86)  -0.410
P (0.08, -2.86, 1.43)  0.619
C (1.52, -3.94, 1.72)  -0.269
C (-2.23, -4.66, 0.11)  -0.363
H (-4.41, -0.37, 2.96)  0.062
H (-4.61, -1.07, 1.35)  0.050
H (-4.07, 0.61, 1.52)  0.050
H (-2.06, -0.01, 4.20)  0.065
H (-1.59, 1.15, 2.94)  0.044
H (-0.48, -0.14, 3.39)  0.049
H (-3.05, -3.19, 2.17)  0.067
H (-2.82, -2.50, 3.76)  0.103
H (-1.08, -4.34, 3.00)  0.092
H (-0.45, -2.88, 3.72)  0.094
H (1.24, -5.00, 1.65)  0.057
H (1.91, -3.75, 2.72)  0.057
H (2.30, -3.74, 0.99)  0.028
H (-2.03, -5.15, 1.05)  0.041
H (-2.27, -5.40, -0.68)  0.047
H (-3.17, -4.12, 0.14)  0.039
C (2.66, 0.48, 1.63)  -0.016
N (1.83, 1.67, 1.67)  -0.061
C (2.47, 2.89, 2.15)  -0.135
C (1.44, 3.88, 2.64)  -0.136
C (0.41, 4.09, 1.56)  -0.134
N (-0.14, 2.81, 1.12)  -0.062
C (-1.43, 2.86, 0.45)  -0.003
C (0.58, 1.67, 1.14)  -0.436
O (0.09, 0.60, 0.69)  -0.144
H (2.99, 0.24, 2.64)  0.101
H (3.54, 0.66, 1.01)  0.101
H (2.09, -0.35, 1.23)  0.054
H (3.08, 3.33, 1.35)  0.137
H (3.15, 2.61, 2.96)  0.131
H (1.91, 4.82, 2.90)  0.130
H (0.96, 3.49, 3.54)  0.128
H (0.84, 4.62, 0.70)  0.137
H (-0.42, 4.69, 1.92)  0.132
H (-2.18, 3.28, 1.12)  0.102
H (-1.73, 1.87, 0.14)  0.066
H (-1.37, 3.50, -0.43)  0.106

The expectation value of S² is 0.775. The gap between HOMO and LUMO (alpha / beta) comes out at 5.638 / 5.644 eV. The net charge is +2. For the HOMO energy (alpha / beta), the calculation gives -11.7 / -11.7 eV. For the energy above the lowest of the compared OMol25 structures with the same formula, charge and spin, the calculation gives 288.78 kJ/mol. The multiplicity is 2. For the largest force on an atom, the calculation gives 0.449 eV/Å. Its LUMO energy (alpha / beta) is -6.08 / -6.08 eV.